(1)
A structure of composition C14H28N3S5SbSiTc, computed with ωB97M-V/def2-TZVPD.

The geometry in XYZ format:
```
53
Properties=species:S:1:pos:R:3:forces:R:3:mulliken_spin:R:1
Tc -0.685397 -0.170000 -0.219474 0.2 -0.1 0.0 1.8869
S 2.350132 0.181120 4.570299 -0.1 -0.2 -0.1 0.8375
Sb 0.183318 -0.038085 3.631416 -0.1 0.3 0.1 -0.0728
S 0.842839 1.034784 1.270271 -0.2 0.0 0.1 0.0084
S -0.979506 1.905134 0.819258 0.1 -0.2 -0.1 0.0772
S 0.454751 -2.284844 3.338354 0.3 -0.1 0.1 0.2288
C -5.073475 -2.293215 3.041016 0.0 0.1 0.2 0.0041
Si -5.220258 -2.856179 1.281818 0.1 0.0 -0.1 -0.0004
C -7.013340 -3.124580 0.863831 -0.2 0.0 -0.1 0.0005
C -4.249115 -4.415360 0.999425 0.1 -0.2 0.0 0.0012
C -4.566901 -1.541781 0.090309 0.1 0.1 0.0 -0.0238
C -5.376664 -0.901598 -0.832718 -0.1 0.1 0.0 0.0341
C -4.876262 0.084506 -1.691270 0.0 0.0 0.1 -0.0115
C -3.534793 0.365107 -1.646614 0.0 -0.1 0.0 0.0474
N -2.703925 -0.283991 -0.814874 -0.3 0.0 0.0 -0.0280
C -3.210843 -1.158352 0.085901 -0.1 0.0 0.0 0.0237
S -1.956908 -1.631228 1.200550 0.0 0.2 -0.1 0.0000
H -5.438912 -3.077697 3.711248 0.0 0.1 0.0 -0.0001
H -5.666808 -1.392140 3.218386 0.0 0.0 0.0 0.0006
H -4.036069 -2.075288 3.302059 0.0 0.0 0.0 -0.0005
H -7.433519 -3.877468 1.537506 0.0 0.1 0.0 0.0000
H -7.152752 -3.483554 -0.159843 0.0 0.0 0.0 0.0000
H -7.594730 -2.206985 0.991531 0.0 -0.1 0.0 0.0000
H -4.752264 -5.274402 1.452187 0.0 0.0 0.0 -0.0001
H -3.255338 -4.327054 1.445832 0.0 0.0 -0.1 0.0013
H -4.127368 -4.615975 -0.068283 0.0 0.0 0.0 0.0007
H -6.433915 -1.143021 -0.875666 0.0 0.0 0.0 0.0026
H -5.518774 0.624151 -2.372584 0.0 0.0 0.0 -0.0004
H -3.100203 1.126920 -2.273915 0.0 0.0 0.0 0.0068
C 0.670170 2.016332 -2.115429 0.0 -0.1 -0.1 0.0117
N 0.247788 0.602063 -2.204811 0.1 0.2 0.2 -0.0130
C -0.648879 0.464525 -3.361774 0.0 0.0 0.0 0.0076
C 1.447302 -0.233548 -2.421382 0.0 0.1 -0.1 -0.0213
C 1.144559 -1.681051 -2.136919 0.0 -0.1 0.1 0.0035
N 0.786824 -1.862604 -0.714755 -0.1 0.0 0.0 -0.0763
C 2.022075 -1.790795 0.111960 -0.1 0.0 -0.1 0.0147
C 0.239214 -3.228162 -0.543292 0.1 0.1 -0.1 0.0388
H 1.176419 2.316869 -3.041014 0.0 0.0 0.0 0.0043
H 1.342866 2.140186 -1.270219 0.0 0.0 0.0 -0.0065
H -0.200292 2.644903 -1.952497 0.0 0.0 0.0 -0.0039
H -0.094554 0.649811 -4.289007 0.0 0.0 0.0 -0.0004
H -1.441320 1.200425 -3.290582 0.0 0.0 0.0 -0.0038
H -1.096941 -0.526547 -3.400477 0.0 0.0 0.0 0.0029
H 2.230203 0.130180 -1.758840 0.0 0.0 0.0 0.0001
H 1.807455 -0.115877 -3.450701 0.0 0.0 0.0 -0.0022
H 2.010097 -2.305520 -2.385924 0.0 0.0 0.0 0.0075
H 0.308711 -2.029021 -2.745696 0.0 0.0 0.0 0.0059
H 2.713400 -2.572441 -0.226610 0.0 0.0 0.1 0.0036
H 1.762297 -1.948051 1.157718 0.0 0.0 0.0 -0.0048
H 2.498546 -0.820575 0.015191 0.0 0.0 0.0 -0.0002
H 0.966722 -3.953442 -0.926462 0.0 0.0 0.0 0.0072
H -0.698651 -3.324186 -1.087738 0.0 0.0 0.0 -0.0058
H 0.055472 -3.412899 0.511025 0.0 0.0 0.0 0.0063
```
Positions in Å, forces in eV/Å.

Its spin multiplicity is 4. The orbital gap (alpha / beta) is 7.575 / 5.831 eV. The energy above the lowest of the compared OMol25 structures with the same formula, charge and spin is 0.4958 eV. The value obtained for the maximum force is 0.338 eV Å⁻¹. As for the LUMO energy (alpha / beta): 0.20 / -1.28 eV.

***

(2)
A structure of composition C34H56N6O8RbSSi at a distorted geometry, computed with ωB97M-V/def2-TZVPD.

The geometry in XYZ format:
```
107
Properties=species:S:1:pos:R:3:forces:R:3:lowdin_charge:R:1
Rb 0.954586 0.684369 -0.813399 -0.2 0.0 1.2 0.9039
N 0.313046 -0.983464 1.978131 0.0 -0.1 0.0 0.0129
C 0.471301 -2.333497 2.478789 0.2 0.0 0.0 -0.2556
C -0.471597 -3.272572 1.739260 -0.1 -0.1 0.1 -0.2489
N -0.195171 -3.196131 0.317057 0.0 0.1 0.0 -0.0618
C -1.278028 -3.633499 -0.540539 -0.1 0.0 0.1 -0.2569
C -1.060680 -3.091561 -1.943112 0.1 0.0 0.0 -0.2601
N -1.150019 -1.632799 -1.938462 -0.1 0.2 -0.1 0.0046
H 1.038975 -0.356750 2.300773 0.0 0.0 -0.1 -0.0021
H -0.568620 -0.555660 2.240065 0.1 0.0 0.0 0.0285
H 0.320566 -2.437399 3.565202 0.0 0.0 0.0 0.1062
H 1.497484 -2.647479 2.262279 0.0 0.0 0.1 0.1023
H -1.518229 -2.990975 1.962287 0.3 -0.2 0.0 0.0853
H -0.332777 -4.295858 2.107553 0.0 0.0 -0.1 0.1100
H -0.020284 -2.210678 0.120039 0.0 -0.1 0.0 0.0629
H -2.260777 -3.280015 -0.170043 0.1 -0.1 -0.1 0.1033
H -1.327646 -4.728542 -0.565618 0.0 0.0 0.0 0.1100
H -1.759341 -3.566358 -2.644849 0.0 0.0 0.0 0.1044
H -0.047172 -3.353043 -2.258229 0.0 0.0 0.0 0.1152
H -2.118337 -1.327248 -1.997760 0.1 -0.1 0.0 0.0628
H -0.643690 -1.232432 -2.724032 0.0 0.0 0.0 0.0313
C -4.155812 1.039016 2.441746 -0.1 -0.1 0.0 -0.0165
C -3.065288 0.494398 1.528714 -0.1 0.0 -0.1 -0.6275
C -3.258752 0.968789 0.093725 -0.1 0.0 -0.1 -0.0109
C -3.049460 -1.030474 1.578247 0.0 0.1 -0.1 -0.0335
O -1.773229 0.897215 1.956648 0.0 0.4 0.1 -0.2052
Si -1.202017 2.363851 2.516297 -0.3 0.0 0.0 -0.1896
S 0.804665 2.441089 2.270484 0.3 0.1 -0.1 0.3020
O -1.773294 2.547384 4.077825 -0.2 0.1 -0.4 -0.1630
C -1.254539 2.049880 5.291027 0.1 0.0 0.1 -0.6682
C -2.433585 1.979075 6.258625 0.1 0.0 0.0 -0.0307
C -0.646478 0.665960 5.095109 0.0 -0.1 0.2 -0.0451
C -0.202497 3.029902 5.795675 0.0 0.0 0.2 -0.0414
O -2.134528 3.469570 1.701538 0.1 -0.4 -0.1 -0.1646
C -2.326925 4.852582 1.939775 0.1 0.0 0.1 -0.6577
C -1.103204 5.467372 2.608526 0.0 0.1 0.0 -0.0505
C -3.558737 5.015568 2.824135 0.0 0.1 0.0 -0.0304
C -2.553451 5.485805 0.573257 0.0 0.1 0.0 -0.0294
H -5.135240 0.708051 2.090175 0.0 0.0 0.0 0.0880
H -4.139675 2.124551 2.460574 0.0 0.1 0.0 0.0670
H -4.010089 0.679498 3.460799 0.0 0.0 0.0 0.0809
H -4.210856 0.617442 -0.308656 0.0 0.0 0.0 0.0894
H -2.459008 0.566512 -0.533330 0.0 0.0 0.0 0.0666
H -3.223467 2.056821 0.043732 0.0 0.0 0.0 0.0815
H -3.986452 -1.450564 1.210451 -0.1 0.0 0.0 0.0939
H -2.898415 -1.370422 2.604367 0.0 0.0 0.1 0.0886
H -2.229307 -1.409316 0.965119 -0.1 0.2 0.0 0.0524
H -3.184409 1.284516 5.883417 0.0 -0.1 0.0 0.0760
H -2.894682 2.961879 6.351196 0.0 0.1 0.0 0.0810
H -2.111037 1.647398 7.246536 0.0 0.0 0.0 0.0800
H -1.383743 -0.008154 4.658241 0.0 -0.1 0.0 0.0848
H -0.324787 0.256825 6.054109 0.0 -0.1 0.1 0.0871
H 0.213523 0.715171 4.428835 -0.1 0.0 0.0 0.0235
H -0.651600 4.013380 5.935174 0.0 0.1 0.0 0.0810
H 0.600744 3.121102 5.065425 0.0 0.0 0.0 0.0453
H 0.205059 2.693894 6.751069 0.1 0.0 0.1 0.0811
H -0.944467 5.038892 3.597424 0.0 0.0 0.0 0.0659
H -1.246925 6.543980 2.713261 0.0 0.1 0.0 0.0842
H -0.207677 5.275909 2.018705 0.0 0.0 0.0 0.0661
H -3.406630 4.491714 3.766261 0.0 0.0 0.0 0.0754
H -4.432781 4.592306 2.328749 -0.1 0.0 0.0 0.0810
H -3.753192 6.070111 3.027904 0.0 0.1 0.0 0.0813
H -1.674398 5.339669 -0.053335 0.0 0.0 0.0 0.0902
H -2.745679 6.556396 0.665172 0.0 0.0 0.0 0.0809
H -3.407441 5.019798 0.081283 0.0 0.0 0.0 0.0819
O 1.312644 2.286581 -3.020433 0.1 0.1 -0.1 -0.0932
C 0.716076 1.330169 -3.539591 -0.2 0.0 -0.6 -0.8007
O 0.952441 0.104416 -3.421448 -0.1 -0.2 -0.2 -0.1529
C -0.496072 1.666007 -4.394347 0.1 0.1 -0.2 -0.1032
C -0.342638 2.383885 -5.575873 -0.1 0.1 0.0 -0.0064
C -1.431868 2.676105 -6.387917 0.0 -0.1 0.1 -0.0647
C -2.705209 2.267629 -6.020753 0.1 0.1 0.0 -0.0178
C -2.831048 1.566610 -4.835588 -0.5 0.2 0.2 -0.1393
C -1.766630 1.251818 -4.023022 0.2 -0.1 0.1 0.0583
N -4.179865 1.097592 -4.429958 0.2 -0.9 -0.8 -0.3348
O -5.130132 1.446632 -5.118201 0.3 0.0 0.7 0.0561
O -4.229755 0.266656 -3.535486 -0.3 0.6 -0.1 0.0625
H 0.645994 2.721185 -5.856071 0.0 0.0 0.0 0.1213
H -1.291407 3.227617 -7.307768 0.0 0.0 0.0 0.1009
H -3.576559 2.480325 -6.621022 0.0 0.0 0.0 0.1108
H -1.934968 0.694967 -3.111989 0.0 0.0 0.0 0.1055
C 6.944980 -2.018415 2.049507 0.0 0.0 0.1 -0.0220
N 5.616004 -2.451860 1.629453 0.0 0.1 0.1 -0.0987
N 4.648210 -1.436609 1.731615 0.1 -0.1 0.1 0.0534
C 3.842402 -1.442625 0.584482 -0.1 -0.3 -0.1 -0.4038
O 2.846435 -0.766115 0.424448 0.3 0.0 0.2 -0.0869
C 4.423735 -2.455057 -0.278275 0.2 0.0 0.0 0.0868
C 5.479472 -2.989271 0.360419 0.0 0.0 -0.1 -0.2776
C 6.472643 -3.989644 -0.119712 -0.1 -0.1 0.0 -0.0195
C 4.162315 -1.129022 3.031243 0.1 -0.2 0.0 -0.1886
C 3.439412 0.037130 3.227524 0.0 0.1 0.0 -0.0222
C 2.939464 0.317288 4.489372 0.0 0.0 0.0 -0.0770
C 3.171443 -0.540398 5.554087 0.0 0.0 0.0 -0.0853
C 3.901181 -1.702435 5.348309 0.0 0.0 0.0 -0.0899
C 4.391256 -2.007533 4.088862 0.0 0.1 0.0 -0.0377
H 6.860926 -1.540148 3.022925 0.0 0.0 0.0 0.0845
H 7.381983 -1.310257 1.339412 0.0 0.0 0.0 0.0999
H 7.587541 -2.891018 2.148969 0.0 0.0 0.0 0.0869
H 4.024800 -2.726241 -1.237327 0.0 0.0 -0.1 0.1237
H 6.119308 -4.441594 -1.043922 0.0 0.0 0.0 0.0848
H 6.626488 -4.776070 0.619552 0.0 0.0 0.0 0.0868
H 7.437898 -3.522622 -0.320086 0.0 0.0 0.0 0.0826
H 3.240716 0.711918 2.407066 0.0 0.0 0.0 0.0898
H 2.348266 1.212503 4.608639 0.0 0.1 0.0 0.0748
H 2.776651 -0.308495 6.533484 0.0 0.0 0.0 0.0990
H 4.077486 -2.390991 6.165366 0.0 0.0 0.0 0.0978
H 4.921317 -2.932294 3.917206 0.0 0.0 0.0 0.1057
```
Positions in Å, forces in eV/Å.

The orbital gap is 6.705 eV. The energy above the lowest of the compared OMol25 structures with the same formula, charge and spin is 0.0000 eV. Its charge is -1. The value obtained for the maximum force is 1.240 eV Å⁻¹. As for the LUMO energy: 1.85 eV.

***

The evaluated total energy for the records listed, in turn: -90235.2040; -80862.9648 eV.